1.
Here is one molecule with the formula C7H11NO2 from the Open Molecules 2025 dataset. Energies are from ωB97M-V/def2-TZVPD.

E_HOMO	-9.467	eV
structure (SMILES)	C=C1OC(=O)N[C@@]1(C)CC
spin multiplicity	1
lowest unoccupied orbital energy	0.757	eV

Each atom is followed by the atoms it is bonded to, with distances in Å.
Atoms and positions in Å:
1 C 0.583 1.172 0.175  C3 1.329, C4 1.616, O10 1.343
2 C 2.225 -0.371 -0.094  N8 1.378, O9 1.204, O10 1.352
3 C -0.095 2.247 0.564  C1 1.329, H11 1.125, H12 1.032
4 C -0.066 -0.054 -0.652  C1 1.616, C5 1.534, C7 1.567, N8 1.418
5 C -0.669 0.404 -1.988  C4 1.534, H13 1.156, H14 1.088, H15 1.027
6 C -0.503 -1.198 1.671  C7 1.617, H16 1.071, H17 1.108, H18 1.068
7 C -1.155 -0.683 0.283  C4 1.567, C6 1.617, H19 1.047, H20 1.088
8 N 1.121 -0.818 -0.785  C2 1.378, C4 1.418, H21 1.070
9 O 3.277 -0.930 0.084  C2 1.204
10 O 1.847 0.809 0.449  C1 1.343, C2 1.352
11 H 0.485 3.005 1.158  C3 1.125
12 H -1.125 2.303 0.536  C3 1.032
13 H -0.777 -0.504 -2.695  C5 1.156
14 H -0.108 1.231 -2.419  C5 1.088
15 H -1.639 0.631 -1.739  C5 1.027
16 H -1.082 -1.051 2.560  C6 1.071
17 H 0.429 -0.613 1.798  C6 1.108
18 H -0.245 -2.233 1.622  C6 1.068
19 H -1.846 -0.006 0.683  C7 1.047
20 H -1.755 -1.500 -0.113  C7 1.088
21 H 1.098 -1.841 -1.098  N8 1.070


2.
Here is a 2-piece molecular cluster, C7H11NO3 overall from the Open Molecules 2025 dataset. Energies are from ωB97M-V/def2-TZVPD.

E_HOMO	-9.785	eV
spin multiplicity	1
lowest unoccupied orbital energy	-1.460	eV

Each atom is followed by the atoms it is bonded to, with distances in Å.
Atoms and positions in Å:
1 C -1.897 -0.530 -1.068  C2 1.525, H8 1.129, H9 1.129, H10 1.068
2 C -0.909 0.632 -1.055  C1 1.525, C3 1.469, H11 1.127, H12 1.170
3 C 0.122 0.366 -0.043  C2 1.469, C4 1.589, C5 1.547, C7 1.627
4 C -0.590 0.493 1.372  C3 1.589, H13 1.045, H14 1.036, O20 1.442
5 C 0.765 -1.039 -0.126  C3 1.547, C6 1.443, H16 1.079, H17 1.135
6 C 2.183 -0.805 0.001  C5 1.443, N19 1.391, O21 1.271
7 C 1.312 1.475 -0.047  C3 1.627, N19 1.434, O22 1.219
8 H -1.528 -1.475 -1.563  C1 1.129
9 H -2.697 -0.162 -1.774  C1 1.129
10 H -2.257 -0.754 -0.088  C1 1.068
11 H -1.475 1.578 -0.820  C2 1.127
12 H -0.830 0.888 -2.194  C2 1.170
13 H -1.148 1.366 1.236  C4 1.045
14 H -0.006 0.630 2.216  C4 1.036
15 H -0.782 -1.389 2.732  no bonds
16 H 0.606 -1.422 -1.122  C5 1.079
17 H 0.331 -1.773 0.623  C5 1.135
18 H 3.288 0.885 0.368  N19 0.983
19 N 2.371 0.552 0.241  C6 1.391, C7 1.434, H18 0.983
20 O -1.266 -0.781 1.366  C4 1.442
21 O 3.253 -1.414 -0.316  C6 1.271
22 O 1.154 2.679 0.060  C7 1.219


3.
Here is one molecule with the formula C7H11NO4 from the Open Molecules 2025 dataset. Energies are from ωB97M-V/def2-TZVPD.

E_HOMO	-8.412	eV
structure (SMILES)	C=C(O)C(=O)CC/C(C)=[N+](/[O-])O
spin multiplicity	1
lowest unoccupied orbital energy	0.125	eV

Each atom is followed by the atoms it is bonded to, with distances in Å.
Atoms and positions in Å:
1 C -0.994 0.092 -1.380  C2 1.477, C4 1.491, O10 1.210
2 C -1.392 1.235 -0.533  C1 1.477, C3 1.545, H13 1.045, H14 1.131
3 C -0.037 1.592 0.119  C2 1.545, C5 1.515, H15 1.199, H16 1.069
4 C -0.802 -1.293 -0.861  C1 1.491, C6 1.337, O12 1.376
5 C 0.889 0.434 0.429  C3 1.515, C7 1.429, N8 1.298
6 C -1.198 -1.634 0.369  C4 1.337, H17 1.088, H19 1.100
7 C 1.948 -0.077 -0.383  C5 1.429, H20 1.134, H21 1.132, H22 1.108
8 N 0.917 0.008 1.655  C5 1.298, O9 1.505, O11 1.201
9 O -0.338 0.384 2.396  N8 1.505, H18 0.984
10 O -0.783 0.299 -2.554  C1 1.210
11 O 1.753 -0.552 2.310  N8 1.201
12 O -0.056 -2.067 -1.720  C4 1.376, H23 0.917
13 H -1.629 1.985 -1.221  C2 1.045
14 H -2.259 1.173 0.190  C2 1.131
15 H 0.477 2.235 -0.754  C3 1.199
16 H -0.274 2.062 1.049  C3 1.069
17 H -1.999 -1.092 0.868  C6 1.088
18 H -0.028 0.350 3.329  O9 0.984
19 H -0.912 -2.636 0.720  C6 1.100
20 H 1.719 -1.188 -0.388  C7 1.134
21 H 2.863 -0.011 0.280  C7 1.132
22 H 2.126 0.307 -1.407  C7 1.108
23 H 0.009 -1.607 -2.511  O12 0.917


4.
Here is one molecule with the formula C7H11NO5 from the Open Molecules 2025 dataset. Energies are from ωB97M-V/def2-TZVPD.

E_HOMO	-9.655	eV
structure (SMILES)	[H]/N=C/C(O)(O)C12OCC(CO1)CO2
spin multiplicity	1
lowest unoccupied orbital energy	0.618	eV

Each atom is followed by the atoms it is bonded to, with distances in Å.
Atoms and positions in Å:
1 C 2.129 0.341 -0.063  C6 1.644, C7 1.580, O9 1.397, O10 1.399
2 C -1.402 0.941 -0.990  C5 1.529, O11 1.425, H14 1.099, H15 1.095
3 C -1.186 -1.438 -0.429  C5 1.530, O12 1.428, H16 1.098, H17 1.093
4 C -1.372 0.229 1.356  C5 1.531, O13 1.433, H18 1.097, H19 1.093
5 C -1.898 -0.143 -0.032  C2 1.529, C3 1.530, C4 1.531, H20 1.089
6 C 0.511 0.069 0.026  C1 1.644, O11 1.417, O12 1.381, O13 1.381
7 C 3.341 -0.565 0.394  C1 1.580, N8 1.246, H21 1.092
8 N 3.257 -1.805 0.467  C7 1.246, H22 1.020
9 O 2.413 0.483 -1.423  C1 1.397, H24 0.969
10 O 2.331 1.537 0.634  C1 1.399, H23 0.966
11 O -0.012 1.136 -0.747  C2 1.425, C6 1.417
12 O 0.206 -1.145 -0.556  C3 1.428, C6 1.381
13 O 0.060 0.169 1.327  C4 1.433, C6 1.381
14 H -1.547 0.643 -2.037  C2 1.099
15 H -1.900 1.900 -0.815  C2 1.095
16 H -1.321 -2.213 0.338  C3 1.098
17 H -1.525 -1.817 -1.396  C3 1.093
18 H -1.676 1.246 1.635  C4 1.097
19 H -1.712 -0.475 2.121  C4 1.093
20 H -2.982 -0.241 -0.055  C5 1.089
21 H 4.199 0.086 0.573  C7 1.092
22 H 4.122 -2.286 0.715  N8 1.020
23 H 1.606 2.145 0.443  O10 0.966
24 H 1.714 1.006 -1.843  O9 0.969


5.
Here is one molecule with the formula C7H11NS from the Open Molecules 2025 dataset. Energies are from ωB97M-V/def2-TZVPD.

E_HOMO (alpha / beta)	-6.455 / -9.783	eV
⟨S²⟩	2.02
spin multiplicity	3
lowest unoccupied orbital energy (alpha / beta)	0.807 / -2.526	eV

Each atom is followed by the atoms it is bonded to, with distances in Å.
Atoms and positions in Å:
1 C 1.555 0.852 1.052  C3 1.563, N8 1.289, H10 1.123
2 C 1.371 -1.034 -0.027  C4 1.594, N8 1.362, S9 1.571
3 C 0.079 0.874 0.540  C1 1.563, C4 1.513, C5 1.536, H11 1.079
4 C -0.144 -0.544 0.060  C2 1.594, C3 1.513, C6 1.552, C7 1.539
5 C -0.078 2.034 -0.455  C3 1.536, H12 1.067, H13 1.069, H14 1.065
6 C -0.709 -0.804 -1.362  C4 1.552, H15 1.082, H16 1.004, H17 1.104
7 C -0.945 -1.463 0.999  C4 1.539, H18 1.179, H19 1.172, H20 1.015
8 N 2.199 -0.190 0.650  C1 1.289, C2 1.362
9 S 1.774 -2.362 -0.761  C2 1.571
10 H 1.876 1.744 1.654  C1 1.123
11 H -0.711 1.157 1.218  C3 1.079
12 H 0.443 1.731 -1.336  C5 1.067
13 H 0.411 2.943 -0.175  C5 1.069
14 H -1.044 2.455 -0.614  C5 1.065
15 H -1.716 -0.415 -1.446  C6 1.082
16 H -0.596 -1.760 -1.643  C6 1.004
17 H -0.276 -0.224 -2.195  C6 1.104
18 H -2.010 -1.078 1.328  C7 1.179
19 H -0.418 -1.593 2.039  C7 1.172
20 H -1.062 -2.324 0.475  C7 1.015


6.
Here is one molecule with the formula C7H11NS3 from the Open Molecules 2025 dataset. Energies are from ωB97M-V/def2-TZVPD.

E_HOMO	-9.025	eV
structure (SMILES)	CC[C@@H](C)SSc1nccs1
spin multiplicity	1
lowest unoccupied orbital energy	0.395	eV

Each atom is followed by the atoms it is bonded to, with distances in Å.
Atoms and positions in Å:
1 C 3.606 -1.144 -0.078  C2 1.553, H8 1.080, H9 1.093, H10 1.097
2 C 2.637 -0.003 -0.492  C1 1.553, C3 1.557, H11 1.085, H12 1.079
3 C 1.295 0.057 0.296  C2 1.557, C4 1.542, H13 1.102, S20 1.849
4 C 0.583 1.414 0.124  C3 1.542, H14 1.092, H15 1.085, H16 1.103
5 C -2.506 -0.773 0.487  N19 1.293, S21 1.773, S22 1.746
6 C -3.939 0.870 0.220  C7 1.347, H17 1.086, N19 1.359
7 C -4.555 -0.050 -0.547  C6 1.347, H18 1.092, S22 1.712
8 H 4.516 -1.089 -0.657  C1 1.080
9 H 3.160 -2.115 -0.308  C1 1.093
10 H 3.856 -1.076 0.988  C1 1.097
11 H 2.452 -0.092 -1.557  C2 1.085
12 H 3.111 0.956 -0.345  C2 1.079
13 H 1.541 -0.160 1.349  C3 1.102
14 H 1.167 2.237 0.539  C4 1.092
15 H -0.369 1.435 0.643  C4 1.085
16 H 0.391 1.607 -0.945  C4 1.103
17 H -4.192 1.920 0.340  C6 1.086
18 H -5.463 0.116 -1.131  C7 1.092
19 N -2.789 0.448 0.807  C5 1.293, C6 1.359
20 S 0.307 -1.375 -0.329  C3 1.849, S21 2.055
21 S -1.109 -1.653 1.134  C5 1.773, S20 2.055
22 S -3.699 -1.532 -0.538  C5 1.746, C7 1.712


So what do the calculations give for energy? Going down the list: -478.54007, -553.62845, -628.86442, -704.23693, -726.11628, -1522.64904 a.u..
So what do the calculations give for relative energy (zero: lowest compared OMol25 entry of this formula, charge and spin)? Going down the list: 148.9, 544.7, 474.6, 169.2, 0.0, 0.0 kJ/mol.